Entry 1:
Molecular formula: C5H10O2
Method: DFT, ωB97M-V with the def2-TZVPD basis set

```
17
Properties=species:S:1:pos:R:3:lowdin_charge:R:1
C 2.1810 0.4449 -0.7533 -0.073
C 0.9492 -0.2277 -0.2136 -0.284
C 0.7723 -0.2555 1.2775 -0.253
O -0.1187 -1.2577 1.7622 -0.090
C -1.2992 -0.2478 -0.5646 -0.183
C -2.5755 0.5114 -0.5635 -0.047
O -0.1964 0.3683 -0.7726 -0.007
H 2.3611 0.1989 -1.8069 0.072
H 3.0539 0.0872 -0.1956 0.075
H 2.1660 1.5463 -0.6701 0.085
H 0.1624 -2.0680 1.3073 0.087
H 0.3242 0.6837 1.6501 0.132
H 1.7627 -0.3556 1.7423 0.117
H -1.2411 -1.3056 -0.3318 0.118
H -2.4942 1.4076 0.0615 0.084
H -2.8601 0.8278 -1.5750 0.085
H -3.3689 -0.1208 -0.1576 0.081
```

Values from the calculation:
ΔE to the lowest compared entry with this formula, charge and spin = 110.8 kcal per mole
DFT total energy = -346.84888 hartree
molecular weight = 102.13 g mol⁻¹
gap between HOMO and LUMO (alpha / beta) = 0.239 / 0.311 Ha
E_HOMO (alpha / beta) = -6.64 / -7.62 eV

Entry 2:
Molecular formula: C6H11ClKO6S
Method: DFT, ωB97M-V with the def2-TZVPD basis set

```
26
Properties=species:S:1:pos:R:3:lowdin_charge:R:1
K -0.1574 -0.1223 -1.2917 0.826
C -0.6607 -2.1963 1.3148 -0.008
C -0.3538 -0.9415 2.0916 -0.464
C -0.2919 -1.0205 3.6055 -0.015
O -0.1505 0.1156 1.5402 0.033
H -0.9334 -3.0301 1.9562 0.073
H 0.2135 -2.4654 0.7163 0.097
H -1.4743 -1.9613 0.6203 0.072
H -0.6679 -1.9635 3.9959 0.067
H -0.8612 -0.1918 4.0258 0.084
H 0.7474 -0.8946 3.9149 0.086
C 3.1055 1.4793 -3.0170 -0.154
S 2.5258 -0.0535 -2.2938 0.331
O 1.3297 -0.4099 -3.0662 -0.497
O 3.6205 -0.9936 -2.4176 -0.356
O 2.1597 0.2818 -0.9153 -0.477
H 3.4219 1.2609 -4.0343 0.055
H 3.9391 1.8410 -2.4198 0.055
H 2.2845 2.1927 -3.0071 0.054
Cl -1.4217 2.3788 -1.5239 0.549
C -2.3210 1.8618 -0.0641 -0.476
C -2.9868 0.4598 -0.2006 -0.773
O -4.0969 0.3701 0.3342 -0.025
O -2.2904 -0.4305 -0.7514 -0.257
H -3.0797 2.6095 0.1378 0.064
H -1.6000 1.8234 0.7493 0.053
```

Values from the calculation:
ΔE to the lowest compared entry with this formula, charge and spin = 18.8 kcal per mole
DFT total energy = -2145.13517 hartree
molecular weight = 285.77 g mol⁻¹
gap between HOMO and LUMO = 0.305 Ha
total charge = -1
E_HOMO = -5.72 eV

Entry 3:
Molecular formula: C15H11AsF5N3O9Se2Te2Ti
Method: DFT, ωB97M-V with the def2-TZVPD basis set

```
49
Properties=species:S:1:pos:R:3:lowdin_charge:R:1
Ti -0.5472 -1.5078 -0.2922 0.829
Se -2.4216 -4.5693 -0.2160 -0.321
Te -2.1463 -6.2746 1.6005 -0.192
Te 1.5385 -4.5982 0.6682 0.004
Se -0.2254 -4.0208 -1.0873 -0.170
C -1.7305 -2.9108 3.9612 -0.206
As -0.8012 -1.5684 2.9720 1.076
C 0.9945 -1.4130 3.6179 -0.179
C -1.7353 0.0991 3.0099 -0.180
O -0.7551 -2.2256 1.4347 -0.666
H -1.7024 -2.7185 5.0333 0.034
H -1.2746 -3.8701 3.7053 -0.002
H -2.7570 -2.9306 3.5970 0.047
H 1.0578 -0.6274 4.3703 0.039
H 1.6147 -1.1678 2.7571 0.030
H 1.3103 -2.3724 4.0205 0.039
H -1.0149 0.9116 3.0769 0.036
H -2.4266 0.1078 3.8512 0.036
H -2.2557 0.1891 2.0451 0.023
O -3.4638 3.8458 -3.4970 0.052
N -2.3731 3.5913 -3.9798 -0.367
O -1.8718 4.2387 -4.8877 0.038
C -1.6391 2.4544 -3.4546 -0.147
C -0.4012 2.1570 -3.9889 0.068
C 0.3266 1.1054 -3.4614 -0.051
C -0.1776 0.2925 -2.4171 -0.246
O 0.4371 -0.6903 -1.8706 -0.111
C -1.4875 0.6297 -1.9567 -0.104
C -2.1913 1.6990 -2.4150 0.093
N -1.9219 -0.1863 -0.8585 -0.434
O -2.7867 0.3075 -0.0122 -0.154
O -2.1360 -1.5290 -1.2667 -0.234
N 1.6673 0.8948 -3.9986 -0.343
O 1.8631 1.2162 -5.1637 0.046
O 2.5192 0.4457 -3.2634 0.109
H 0.0110 2.7511 -4.7891 0.125
H -3.1409 1.9454 -1.9628 0.130
F 5.1000 2.5814 0.0936 0.086
C 3.9062 1.9775 0.2516 -0.154
C 2.8256 2.6844 0.7403 -0.152
F 2.9735 3.9821 1.0645 0.090
C 1.5978 2.0688 0.9027 -0.135
F 0.5752 2.7945 1.3922 0.092
C 1.3895 0.7213 0.5796 -0.274
O 0.2268 0.1495 0.7222 -0.163
C 2.5225 0.0311 0.1103 -0.157
F 2.3860 -1.2719 -0.1538 0.052
C 3.7477 0.6373 -0.0628 -0.150
F 4.7933 -0.0575 -0.5221 0.116
```

Values from the calculation:
ΔE to the lowest compared entry with this formula, charge and spin = 26.0 kcal per mole
DFT total energy = -10343.05265 hartree
molecular weight = 1008.16 g mol⁻¹
gap between HOMO and LUMO = 0.173 Ha
total charge = -2
E_HOMO = -0.97 eV

Entry 4:
Molecular formula: C23H23N3O4S
Method: DFT, ωB97M-V with the def2-TZVPD basis set

```
54
Properties=species:S:1:pos:R:3:lowdin_charge:R:1
C -0.7677 -0.2474 -3.0413 0.007
C -0.8628 0.5063 -1.7596 -0.225
C 0.0474 0.5294 -0.7631 -0.041
C 1.2599 -0.3264 -0.7842 -0.403
O 1.3076 -1.3849 -1.3859 0.055
N 2.2993 0.1758 -0.0556 0.152
C 3.5606 -0.3809 0.1686 -0.211
C 3.9156 -1.6652 -0.2328 -0.013
C 5.1841 -2.1432 0.0419 -0.082
C 6.1077 -1.3608 0.7133 -0.103
C 5.7550 -0.0830 1.1160 -0.092
C 4.4918 0.4050 0.8476 -0.028
C -0.1898 1.4443 0.4317 -0.136
C 0.3802 2.8120 0.1803 -0.220
C -0.1341 3.9101 -0.4413 0.001
C 0.8802 4.8999 -0.4024 -0.047
C 1.9355 4.3334 0.2354 -0.107
O 1.6451 3.0674 0.5946 0.019
C -1.6819 1.5608 0.6738 -0.199
C -2.1192 1.7512 1.9870 -0.212
N -2.4578 1.8812 3.0780 0.185
C -2.5200 1.5071 -0.3829 -0.513
S -4.2901 1.6761 -0.2662 0.999
C -4.6383 0.2139 0.7637 -0.326
C -3.7976 -0.9647 0.2979 -0.558
O -3.4762 -1.1463 -0.8479 0.088
O -3.4810 -1.7137 1.3372 0.031
C -2.6395 -2.8818 1.1814 -0.360
C -3.2738 -3.9133 0.2576 -0.036
C -1.2386 -2.4845 0.7345 -0.027
N -2.0425 1.2250 -1.6296 0.078
H 0.1826 -0.7628 -3.1193 0.075
H -1.5672 -0.9871 -3.0797 0.095
H -0.8899 0.4363 -3.8811 0.093
H 2.2057 1.1132 0.3117 0.106
H 3.2012 -2.2755 -0.7584 0.097
H 5.4512 -3.1408 -0.2742 0.103
H 7.0958 -1.7421 0.9226 0.098
H 6.4669 0.5362 1.6419 0.102
H 4.2163 1.4019 1.1640 0.108
H 0.2872 1.0316 1.3291 0.160
H -1.1111 4.0100 -0.8670 0.114
H 0.8219 5.8936 -0.7955 0.103
H 2.9088 4.7017 0.4906 0.121
H -4.4470 0.4349 1.8131 0.074
H -5.6968 -0.0022 0.6167 0.094
H -2.6050 -3.2715 2.2052 0.147
H -3.2971 -3.5451 -0.7643 0.077
H -4.2894 -4.1344 0.5792 0.086
H -2.6883 -4.8275 0.2886 0.086
H -0.8473 -1.7034 1.3831 0.088
H -0.5799 -3.3456 0.7922 0.092
H -1.2431 -2.1236 -0.2903 0.071
H -2.7342 1.0994 -2.3561 0.136
```

Values from the calculation:
ΔE to the lowest compared entry with this formula, charge and spin = 23.5 kcal per mole
DFT total energy = -1753.67567 hartree
SMILES = CC1=C(C(=O)Nc2ccccc2)[C@@H](c2ccco2)C(C#N)=C(SCC(=O)OC(C)C)N1
molecular weight = 437.52 g mol⁻¹
gap between HOMO and LUMO = 0.311 Ha
E_HOMO = -8.36 eV

Entry 5:
Molecular formula: C3H4BrO3S
Method: DFT, ωB97M-V with the def2-TZVPD basis set

```
12
Properties=species:S:1:pos:R:3:lowdin_charge:R:1
O 0.4848 -2.3905 0.0340 -0.022
C -0.1302 -1.4375 -0.4653 -0.785
O -0.7967 -1.3153 -1.4571 -0.001
C 0.1435 -0.0838 0.3234 -0.815
O 1.0420 -0.3126 1.3302 -0.067
S -1.5149 0.2188 1.1809 0.801
C 0.3012 1.2764 -0.3066 -0.651
Br 1.7412 1.3758 -1.6045 0.586
H 1.0177 -1.2667 1.1836 0.047
H -2.1778 0.3685 0.1616 -0.224
H -0.6111 1.6656 -0.9291 0.085
H 0.5001 1.9012 0.5490 0.046
```

Values from the calculation:
ΔE to the lowest compared entry with this formula, charge and spin = 0.0 kcal per mole
DFT total energy = -3314.70457 hartree
SMILES = O=C([O-])[C@](O)(S)CBr
molecular weight = 200.03 g mol⁻¹
gap between HOMO and LUMO = 0.298 Ha
total charge = -1
E_HOMO = -4.85 eV

Entry 6:
Molecular formula: C2HO4S2
Method: DFT, ωB97M-V with the def2-TZVPD basis set

```
9
Properties=species:S:1:pos:R:3:lowdin_charge:R:1
C -1.4806 1.7042 -0.0036 -0.504
C 0.2476 -0.4335 -0.4933 -0.775
O -2.2726 0.9059 0.2524 0.112
O -0.8739 2.6749 -0.1552 0.177
O 2.4607 -1.8006 0.2568 -0.474
O 2.7351 0.6045 -0.2667 -0.486
S -0.8154 -1.8181 -0.2506 0.554
S 1.7981 -0.5212 0.1032 0.562
H -1.7989 -1.3161 0.5570 -0.166
```

Values from the calculation:
ΔE to the lowest compared entry with this formula, charge and spin = 13.2 kcal per mole
DFT total energy = -1174.13175 hartree
molecular weight = 153.16 g mol⁻¹
gap between HOMO and LUMO = 0.267 Ha
total charge = -1
E_HOMO = -3.95 eV

Entry 7:
Molecular formula: C3H8S
Method: DFT, ωB97M-V with the def2-TZVPD basis set

```
12
Properties=species:S:1:pos:R:3:lowdin_charge:R:1
C -1.3243 -0.0247 1.3841 -0.178
C -0.1654 0.5091 0.5559 -0.568
S -0.3880 0.2401 -1.2340 0.772
C 1.2438 -0.3582 -1.7055 -0.440
H -1.1304 0.2300 2.4301 0.070
H -1.4028 -1.1105 1.3259 0.069
H -2.2444 0.4524 1.0642 0.064
H 0.7689 0.0024 0.7791 0.059
H -0.0308 1.5678 0.7843 0.067
H 2.0031 0.4054 -1.5685 0.033
H 1.5352 -1.2122 -1.0939 0.033
H 1.1350 -0.7014 -2.7219 0.020
```

Values from the calculation:
ΔE to the lowest compared entry with this formula, charge and spin = 2.6 kcal per mole
DFT total energy = -517.27650 hartree
SMILES = CCSC
molecular weight = 76.16 g mol⁻¹
gap between HOMO and LUMO = 0.352 Ha
E_HOMO = -8.44 eV

Entry 8:
Molecular formula: C23H34AsBN7O3Ti
Method: DFT, ωB97M-V with the def2-TZVPD basis set

```
70
Properties=species:S:1:pos:R:3:mulliken_spin:R:1
Ti -0.6690 -0.1107 0.1188 0.953
C -0.8233 -1.4407 4.2673 0.002
C -1.3638 -0.7484 3.1892 0.008
N -0.6712 -0.9851 2.0732 -0.031
N 0.3239 -1.8374 2.4203 -0.004
C 0.2510 -2.1261 3.7244 0.007
B 1.2699 -2.3915 1.3277 0.020
N 0.3516 -2.9721 0.2172 0.001
C 0.2755 -4.2140 -0.2710 0.003
C -0.7859 -4.2763 -1.1596 0.000
C -1.3227 -2.9967 -1.1450 0.007
N -0.6369 -2.2064 -0.3128 -0.040
N 2.0621 -1.1940 0.7325 -0.004
C 3.3705 -0.9959 0.5923 0.006
C 3.5763 0.2481 0.0108 0.005
C 2.3006 0.7515 -0.1794 0.011
N 1.3784 -0.1169 0.2633 -0.028
H -1.1671 -1.4578 5.2883 0.000
H -2.2290 -0.1037 3.1636 -0.002
H 0.9603 -2.8000 4.1798 0.000
H 2.0068 -3.2283 1.7624 0.000
H 0.9704 -4.9736 0.0512 0.000
H -1.1199 -5.1297 -1.7245 0.000
H -2.1633 -2.6048 -1.6975 0.000
H 4.0789 -1.7448 0.9110 0.000
H 4.5167 0.7120 -0.2335 0.000
H 1.9950 1.6879 -0.6193 -0.004
C -3.6307 -1.1755 0.5669 0.002
O -2.8451 -0.2474 -0.2167 0.007
C -3.7038 0.7598 -0.7885 0.003
C -3.0318 1.5317 -1.8845 0.000
O -1.8540 2.1166 -1.3765 0.006
C -1.2074 2.9550 -2.3196 0.003
H -4.2771 -1.7479 -0.0956 0.001
H -4.2391 -0.6228 1.2819 -0.001
H -2.9496 -1.8379 1.0864 -0.002
H -4.0319 1.4225 0.0138 -0.002
H -4.5807 0.2619 -1.2041 0.000
H -3.7313 2.2995 -2.2308 0.000
H -2.8054 0.8768 -2.7346 -0.003
H -1.8600 3.7758 -2.6271 0.001
H -0.9010 2.3967 -3.2104 -0.001
H -0.3167 3.3603 -1.8439 -0.001
C -1.6969 4.3666 0.9252 0.000
As -0.8941 2.9876 1.9546 0.000
C -1.8989 2.8073 3.5539 0.000
C 0.8754 3.4993 2.4041 0.000
O -0.8315 1.5239 1.1275 0.030
H -1.9291 5.1838 1.6067 0.000
H -2.6041 3.9898 0.4624 0.000
H -1.0025 4.7091 0.1630 0.000
H -1.9626 3.7907 4.0182 0.000
H -1.3925 2.1144 4.2211 0.000
H -2.8983 2.4488 3.3203 0.000
H 0.8439 4.4323 2.9646 0.000
H 1.4483 3.6344 1.4901 0.000
H 1.3203 2.7117 3.0070 0.000
N -0.3529 -0.1226 -1.8980 0.005
C -0.2833 -0.3035 -3.0272 0.029
C -0.2256 -0.5799 -4.4355 0.001
C 0.4726 -1.7138 -4.8542 0.004
C 0.5250 -2.0091 -6.2038 -0.002
C -0.1082 -1.1756 -7.1187 0.004
C -0.8023 -0.0473 -6.6950 -0.002
C -0.8656 0.2572 -5.3482 0.004
H 0.9596 -2.3496 -4.1253 0.000
H 1.0596 -2.8861 -6.5437 0.000
H -0.0602 -1.4079 -8.1750 0.000
H -1.2928 0.5937 -7.4150 0.000
H -1.4063 1.1315 -5.0083 0.001
```

Values from the calculation:
ΔE to the lowest compared entry with this formula, charge and spin = 7.4 kcal per mole
spin multiplicity = 2
DFT total energy = -4615.61564 hartree
expectation value of S² = 0.75
molecular weight = 590.17 g mol⁻¹
gap between HOMO and LUMO (alpha / beta) = 0.308 / 0.328 Ha
total charge = +2
E_HOMO (alpha / beta) = -13.71 / -14.23 eV